95
Properties=species:S:1:pos:R:3:forces:R:3 method="wB97M-V/def2-TZVPD" energy_ev=-97078.394 charge=-1 homo_energy_ev=-4.01 gap_ev=5.91 max_force_ha_per_bohr=0.0594 de_lowest_kcal_mol=19.7
H -2.68473 -1.52373 3.97866 0.0 -0.1 -0.3
C -1.53732 5.99767 2.47410 -0.2 0.6 -0.7
H -0.04071 -4.10694 1.66631 -0.1 0.2 0.0
F 5.06052 2.49015 -3.61104 0.1 1.4 -0.9
C -0.93161 -1.03536 -0.82527 -0.1 -0.3 -0.7
C -3.78990 0.91467 0.68670 0.8 0.1 0.5
C 4.69180 1.30193 -3.23697 -0.4 -0.9 1.3
H 1.74862 6.50691 0.29628 0.0 0.0 0.0
N -1.51417 5.28576 3.36661 0.0 -0.4 0.6
H -0.58365 -6.21507 1.25225 -0.2 -0.1 0.0
F 5.52337 0.93772 -2.27345 0.6 -0.3 0.9
H 1.08858 6.03643 1.84924 -0.1 0.0 0.0
C 0.95268 0.79508 -3.78288 0.1 0.7 0.4
O 1.54256 -2.59805 5.07745 -0.1 -0.3 0.2
H 1.10871 7.74221 1.37162 0.1 0.0 0.0
H -0.51496 5.54057 -0.00553 -0.1 0.0 0.0
C -2.32020 -3.47438 2.96394 -0.7 0.5 0.4
C -0.89406 -8.36949 -0.33222 1.6 -0.7 0.4
P -2.15667 -2.81942 1.14601 0.5 -0.6 -0.2
H -1.15737 -1.87098 1.61172 0.1 0.2 -0.2
H -3.34994 0.23958 2.64902 0.1 0.0 0.0
H -0.13867 -3.80650 5.44577 0.1 0.1 0.1
F 3.05206 0.06327 -2.14576 -0.3 -1.1 -0.2
C -1.94548 -2.17924 -0.70291 -0.5 0.6 0.0
C -0.40478 6.56475 0.35830 0.3 0.0 0.0
H 2.35782 6.77739 -5.65331 -0.1 0.1 0.0
C -0.73862 -4.12209 0.82072 0.0 -0.2 0.2
H -2.27018 -5.70276 1.07779 0.1 0.2 0.2
H 3.42969 4.77902 -4.68438 0.0 0.0 0.0
H 1.44331 6.20561 -4.26706 0.0 0.1 0.0
C 3.53810 5.74247 -4.18876 0.0 0.0 0.0
H -3.95243 0.52467 -0.31483 -0.1 0.0 0.0
C 0.96406 6.72243 1.00810 -0.1 -0.2 0.3
H 3.56436 5.55435 -3.11396 0.0 0.0 0.0
H -0.61618 -1.34493 5.17789 0.1 0.0 0.0
O -2.00687 -8.75923 -0.40620 -2.2 -0.2 -0.1
H 1.67325 8.68851 -4.24109 0.0 0.1 0.1
C 3.26759 1.27056 -2.62665 0.1 1.3 0.2
C 2.50132 7.95829 -2.46541 0.0 0.3 -0.9
H 3.43212 8.54076 -4.24801 0.0 0.0 0.1
H -3.36403 -3.81012 3.06954 0.1 -0.1 -0.1
H -4.69075 1.32865 1.12930 -0.2 -0.1 -0.3
F 1.41536 -0.31359 -4.34766 0.4 -0.8 0.0
H -0.18632 -1.45474 3.49133 -0.2 -0.1 -0.1
F 4.82082 0.41756 -4.18716 -0.1 -0.6 -1.4
H -1.75638 -3.00421 -1.39537 0.2 -0.1 0.2
H -3.16438 -3.78881 0.71228 -0.1 -0.1 -0.3
F 0.17871 1.38156 -4.69892 -0.4 0.5 -0.6
H -2.41747 -2.90114 5.02443 -0.1 0.2 0.0
F 2.67866 1.98484 -4.78425 0.4 0.0 -0.7
C -1.55823 6.89796 1.31229 0.1 -0.3 -0.1
H -1.70328 -4.35273 3.18727 0.0 0.0 -0.2
H -0.04880 -8.94615 1.52724 0.2 0.1 0.0
H -4.34012 -1.56993 0.61751 0.2 -0.2 -0.1
H -0.03488 -10.22325 0.29872 -0.2 0.0 0.1
H -0.94320 -5.37555 -1.50290 0.3 -0.1 0.1
C 2.38660 6.66691 -4.56733 0.1 -0.3 0.0
H -2.51683 6.78746 0.80411 0.0 0.0 0.1
H -0.13024 -3.86239 -0.05482 -0.1 0.0 0.0
F 3.30365 2.10113 -1.57985 0.1 0.6 0.5
H -2.03821 0.04367 1.52786 0.0 -0.4 -0.1
F 1.63987 2.93405 -3.18120 -0.2 0.9 0.7
C 2.13705 1.77787 -3.56887 -0.2 -1.2 -0.4
F -1.09359 1.14032 -2.71417 -0.8 0.5 -0.2
C 2.50663 8.05668 -3.93258 -0.1 -0.3 0.1
H 2.29588 -4.53452 5.18099 0.2 0.1 -0.1
H -4.12755 -1.83504 2.32973 0.0 -0.2 -0.2
H -2.91210 -1.76307 -1.01542 0.0 -0.2 0.0
C -1.26208 -6.10701 -0.76322 -1.1 0.2 -0.3
H 4.49865 6.17025 -4.48594 0.0 0.0 0.0
H -1.47809 7.92845 1.66242 0.0 0.0 0.1
C -3.59124 -1.54902 1.41766 -0.1 0.7 0.8
C 0.07426 0.53660 -2.51633 -0.3 -1.3 -0.5
C -3.11670 -0.09169 1.63275 -0.5 0.3 -0.2
N 2.49103 7.87384 -1.32620 0.2 0.1 0.4
H -0.10455 -1.11127 -0.11572 -0.1 0.0 0.1
H 3.39124 -3.19599 5.70070 0.0 0.0 -0.3
C 2.36352 -3.56082 5.68258 0.0 0.1 0.5
O -0.42234 -7.27702 -0.94141 0.5 0.6 0.6
F 0.60020 1.08747 -1.42365 1.0 0.4 0.4
H -1.46376 -0.10493 -0.63648 0.2 0.1 0.1
H 1.13509 -8.91799 0.14146 0.0 0.1 0.4
C -0.62629 -2.02042 4.31276 -0.1 0.1 0.4
H -2.28468 -6.38328 -1.03507 0.1 -0.1 -0.1
H 0.53898 -3.79216 3.78769 -0.3 -0.1 0.1
C -0.25768 -0.95154 -2.21860 -1.0 0.8 2.8
C 0.29932 -3.17266 4.66090 0.2 0.5 -0.4
C -1.26147 -5.56690 0.68036 0.9 -0.1 -0.4
H -0.46379 7.22263 -0.51253 -0.1 0.0 0.0
F -1.09589 -1.39601 -3.15652 0.2 -0.3 -1.2
F 0.85427 -1.69952 -2.15154 0.7 -0.5 -0.8
C 0.12553 -9.16116 0.47402 0.3 0.2 -0.9
H 2.07953 -3.71141 6.73802 -0.1 -0.1 -0.1
C -2.08851 -2.43316 4.08262 0.5 -0.6 0.1
Cl -2.66344 2.34871 0.47435 -0.3 0.0 -0.1

=====

86
Properties=species:S:1:pos:R:3:forces:R:3 method="wB97M-V/def2-TZVPD" energy_ev=-72039.079 charge=0 homo_energy_ev=-8.02 gap_ev=8.42 max_force_ha_per_bohr=0.0672 smiles=CCOCCOCN1c2ccccc2Sc2ccc(Cl)cc21.COCCOCCOC.COCCOCCOC
H -6.78218 2.32658 3.67563 0.1 -0.1 0.0
H -1.81160 2.24102 2.83171 0.0 0.0 -1.1
H -3.36970 0.81556 4.78912 0.2 0.1 0.1
C 5.59671 -4.48627 -5.68529 -0.1 0.3 0.3
C 6.83197 -1.01319 -4.29213 -0.4 -0.1 -0.3
H 3.66732 1.90203 0.50752 -0.5 -0.4 -1.0
C -1.75348 2.42665 1.73405 0.2 -0.1 -2.6
H -5.83488 4.27466 7.54837 0.1 -0.1 0.1
H 1.91136 -0.66947 0.01297 0.8 0.6 0.3
H 1.94990 1.88797 -0.03598 0.8 -0.2 -0.5
H -3.65094 -3.56307 -3.07094 0.3 0.5 0.9
O 4.71676 -3.40288 -5.95327 0.3 0.0 -0.3
H -1.46164 3.03972 -2.26546 -0.2 -0.3 1.2
C -3.92036 1.69985 5.13252 -0.4 -0.2 0.2
H -5.38610 1.74929 2.73750 0.0 0.2 -0.1
H 7.62428 -1.04538 -3.53671 -0.1 -0.1 0.0
H -7.26779 -0.18045 9.03552 0.1 -0.1 0.2
C -2.17621 -0.85237 -1.33694 -1.6 -2.8 -0.9
H -1.68297 4.68821 1.91025 -0.1 -1.1 -0.7
H -3.17640 -3.08974 1.31635 0.3 0.7 -0.9
O 0.28693 0.93010 -3.20778 0.5 -0.9 0.7
C -2.68772 -1.67997 -2.46074 -0.3 -0.8 2.4
H -2.60044 -1.33123 -3.52374 0.0 -0.3 1.3
C -3.76892 1.84384 6.64185 0.3 0.0 0.0
H -3.50142 2.58294 4.63488 -0.1 0.0 0.1
C -1.56282 2.84262 -1.17026 -0.1 0.1 2.2
O -5.28463 1.51242 4.78697 0.1 0.5 -0.1
C -6.33101 -0.00470 8.49762 -0.2 0.0 -0.2
S -1.74969 -0.45939 1.42019 -0.1 0.9 -0.7
H 3.15095 2.38745 -3.19859 -0.6 -0.5 0.9
C -5.68417 3.25963 7.16925 0.0 0.1 0.1
C -1.70977 1.26298 0.76566 -0.1 1.1 -0.4
N -1.52258 0.39699 -1.69134 0.4 -0.4 1.8
H 6.48370 -1.93964 -1.94345 0.0 0.0 0.0
H -7.52848 2.67114 8.09687 0.1 0.2 0.1
H 1.78202 2.57335 -2.04529 0.5 -0.8 -0.1
H 6.69820 0.02699 -4.61208 0.3 0.0 -0.1
H 7.23330 -4.99392 -4.43034 0.1 0.0 -0.1
H -5.29084 3.27665 3.67620 0.1 0.0 0.0
H 4.00676 -2.25375 -7.47386 0.0 -0.1 0.1
O 7.66145 -3.18205 -5.19356 -0.2 0.1 0.0
C 2.50671 1.82344 -2.45672 0.5 0.0 -1.9
H 2.03515 0.77931 -4.40968 -0.6 0.2 1.1
H -6.04055 -0.92157 7.98398 -0.1 0.0 0.0
H 5.41060 -0.50153 -1.94143 0.0 -0.1 0.2
H 3.59052 -3.97909 -7.58495 0.1 0.0 -0.2
O -6.51799 1.00209 7.52210 0.4 0.0 0.3
H 6.25343 -3.71828 -3.76010 -0.2 0.1 -0.1
C -6.49053 2.32047 8.05660 -0.1 -0.1 -0.5
C 5.56344 -1.50530 -2.34840 -0.2 0.2 -0.2
H 4.99825 -5.29640 -5.25271 0.2 -0.2 0.0
H 3.65740 -0.70796 0.45572 -0.8 0.8 0.2
C 2.93115 1.35482 -0.15421 -0.1 -1.2 1.8
H 6.06733 -4.85481 -6.60417 0.0 0.1 0.0
H -6.07869 2.33559 9.07135 0.0 -0.1 0.0
C -2.35556 -1.41028 0.00024 -0.6 -0.3 -0.9
H 0.51145 0.51716 -1.15646 -0.3 -0.6 -1.0
H 5.24971 -3.41026 -7.96757 0.0 -0.1 0.0
O 3.40705 1.25786 -1.49891 -1.3 0.7 0.6
H -5.53677 0.25610 9.20466 0.0 0.0 0.0
C -3.31404 -2.97296 -2.18620 0.4 0.6 0.9
H -4.17571 0.97978 7.16781 -0.2 0.0 -0.2
C -1.68915 3.79121 1.24198 0.2 -1.7 -2.1
H 2.38707 0.07240 1.57828 0.6 -0.2 -1.0
C -0.09501 0.17378 -2.04889 -0.2 0.0 0.3
C -5.69304 2.25873 3.65715 -0.1 -0.3 0.0
H 0.01574 -0.93751 -2.22785 0.1 1.2 0.1
C -1.61490 1.43686 -0.67924 -0.3 3.2 1.2
H -6.05754 3.26238 6.14506 -0.1 -0.2 0.0
C -3.02162 -2.69983 0.28386 -0.2 0.1 -2.7
C 2.72926 -0.07813 0.51243 -0.3 0.3 -0.3
H -2.69674 1.84917 6.86279 0.0 0.2 0.0
H 4.72846 -2.14014 -2.04915 0.0 0.1 -0.1
H 8.11791 -1.37119 -5.94308 0.1 -0.1 0.1
C -3.52146 -3.52422 -0.83726 1.7 3.0 0.0
O 5.58575 -1.44870 -3.76286 0.4 -0.3 0.2
C 4.37979 -3.26776 -7.31890 -0.2 0.0 0.2
H 6.47268 -1.85498 -6.26472 -0.2 0.0 0.2
C 1.72820 0.73702 -3.32875 -0.1 0.0 0.5
H 1.93412 -0.30953 -2.96878 0.3 1.0 -0.3
C -1.59927 3.97475 -0.22984 0.1 -2.1 0.4
O -4.27294 3.05670 7.19173 -0.1 -0.1 -0.1
H -4.02698 -4.50426 -0.64153 0.6 1.2 -0.3
C 7.24410 -1.85258 -5.49413 0.1 0.1 0.0
C 6.68154 -4.08595 -4.69312 0.0 -0.1 0.1
Cl -1.49323 5.64240 -0.91935 -0.1 -1.5 0.7

=====

Q: Among the records above, which one has the lowest charge?
A: C29H46ClF13N2O3P